Computed, not measured: a 10-piece molecular cluster, C41H99N3O10 overall, with the ωB97M-V functional and the def2-TZVPD basis.

The geometry in XYZ format:
```
153
C41H99N3O10, DFT the ωB97M-V functional and the def2-TZVPD basis
O 1.013 -3.840 1.615
O -4.862 -3.900 -1.354
O 2.262 5.297 2.332
O 3.292 0.907 -1.528
O -0.066 4.869 -4.723
O -0.474 -1.752 2.137
O 3.885 -1.388 -0.240
O -5.579 -2.002 3.990
O -3.029 0.417 3.909
O 2.129 -3.551 -1.081
N -4.065 -3.990 -2.456
N -0.706 4.692 -3.455
N 2.496 4.338 3.230
C -2.437 -5.237 -3.913
C 2.417 1.797 3.901
C 5.446 -1.182 1.697
C -3.304 1.732 4.328
C -1.518 3.470 -3.337
C 2.778 2.582 1.534
C 4.511 -2.145 0.754
C -2.865 -1.834 -1.934
C -3.554 -2.676 -3.035
C -2.403 3.425 -2.022
C 3.653 5.831 4.799
C -2.496 2.131 5.550
C -2.679 -2.935 -4.312
C 4.985 4.591 3.134
C 0.450 -4.990 2.212
C 0.519 2.876 2.669
C -5.249 -3.135 3.155
C -2.671 3.483 -4.341
C -0.782 -0.768 1.099
C -1.635 -3.990 -4.087
C 2.622 -4.757 -1.756
C 3.825 1.971 4.622
C -2.319 -5.450 -1.379
C 2.778 -4.473 -3.299
C -4.254 -6.434 -2.597
C 3.756 4.529 4.055
C 2.104 2.963 2.860
C 0.435 -0.511 0.176
C 3.519 0.242 -2.740
C -1.626 3.968 -0.770
C 3.979 3.414 5.180
C -1.087 5.348 -1.067
C -3.270 -5.236 -2.554
C 0.247 6.807 -2.569
C -0.730 2.132 -3.360
C -3.824 -3.585 3.510
C 3.630 1.231 -3.868
C 1.235 4.619 -1.840
C -4.764 -1.772 -3.578
C 0.742 -6.185 1.268
C -0.083 5.343 -2.300
H 5.197 -2.806 0.224
H 4.592 5.976 5.333
H -3.726 -7.377 -2.743
H -0.650 5.430 -5.238
H -5.638 -2.891 2.167
H -3.474 -1.556 -1.074
H -3.393 2.687 -4.157
H 2.646 -0.363 -2.987
H -0.931 3.198 -0.433
H 1.770 -6.324 0.934
H 5.915 4.674 3.696
H -2.339 -0.955 -2.306
H 2.799 5.970 5.461
H -2.135 -1.999 -4.438
H 3.449 3.631 6.108
H 0.400 -3.114 1.747
H 1.268 -0.243 0.826
H -0.121 3.514 3.279
H -4.348 1.673 4.635
H 2.113 -5.707 -1.598
H 0.054 1.891 2.712
H 3.643 -4.853 -1.385
H -5.219 -2.226 -4.458
H -1.574 2.566 5.164
H 6.287 -0.661 1.239
H 1.195 6.765 -3.104
H -2.619 -4.795 -0.561
H -3.047 -5.379 -4.805
H -2.014 -2.400 -1.554
H 1.679 4.209 -2.747
H 3.811 1.204 5.397
H 0.322 0.196 -0.645
H 1.688 1.824 4.712
H -1.664 -1.052 0.525
H 0.575 -7.138 1.769
H -2.805 2.451 -1.741
H -1.270 -5.438 -1.675
H -1.073 0.119 1.661
H 6.002 -1.741 2.450
H 0.446 7.368 -1.656
H 4.127 2.130 -3.502
H -3.851 -4.186 4.419
H -2.403 1.297 6.246
H 4.686 1.824 3.969
H 4.365 0.901 -4.602
H -5.904 -3.977 3.381
H 3.774 6.696 4.146
H -3.605 -4.340 2.756
H 2.666 1.472 -4.315
H 1.009 3.678 -1.339
H 2.517 0.830 3.407
H -1.042 -1.551 2.884
H -4.614 -0.699 -3.695
H -0.631 -4.857 2.270
H 1.775 -3.733 -0.207
H -5.590 -1.541 -2.905
H 2.887 -3.407 -3.501
H 1.895 -4.840 -3.823
H 5.073 5.467 2.492
H 0.078 2.110 -2.629
H -3.310 4.352 -4.187
H -0.952 -3.873 -3.246
H 0.217 -6.115 0.315
H -2.953 2.985 6.048
H 3.827 2.354 1.724
H 3.107 5.312 1.877
H -0.458 5.536 -0.196
H -6.516 -2.009 4.196
H -1.237 1.174 -3.240
H 3.590 -5.006 -3.793
H -3.311 -3.015 -5.197
H 3.803 -2.723 1.348
H 2.320 1.657 1.184
H 4.784 -0.444 2.150
H 2.708 3.381 0.796
H 3.393 0.262 -0.824
H -3.163 -2.736 3.689
H -5.705 -4.273 -1.622
H -1.928 6.039 -1.116
H -2.544 -6.357 -0.818
H -3.151 2.416 3.493
H -2.298 4.106 0.077
H -3.819 -0.098 4.089
H -3.332 3.992 -2.087
H 5.066 3.695 2.517
H -2.541 3.460 -5.423
H 0.264 3.235 1.672
H 5.014 3.284 5.499
H 1.969 5.298 -1.407
H 3.140 -1.904 -0.559
H -4.708 -6.672 -1.635
H -0.512 7.330 -3.152
H 0.689 -1.422 -0.365
H 4.462 -0.300 -2.819
H -5.006 -6.128 -3.324
H -1.920 -6.196 -3.946
H -0.235 2.163 -4.331
H 0.932 -5.277 3.146
H -1.083 -4.368 -4.947
```

Output
HOMO-LUMO gap (spin up / spin down) = 1.36 / 7.80 eV
Charge = -1
Spin multiplicity = 2
Energy above the lowest of the compared OMol25 structures with the same formula, charge and spin = 19.9 kcal per mole
HOMO (spin up / spin down) = 0.7 / -5.7 eV
Expectation value of S² = 0.750
LUMO energy (spin up / spin down) = 2.07 / 2.06 eV

Atomic partial charges in e from the Löwdin method, atoms 1 to 6: -0.109 -0.071 0.012 -0.087 -0.005 -0.099

Computed, not measured: a 6-piece molecular cluster, C37H41F15N6O5 overall, with the ωB97M-V functional and the def2-TZVPD basis.

The geometry in XYZ format:
```
104
C37H41F15N6O5, DFT the ωB97M-V functional and the def2-TZVPD basis
F -2.556 -3.984 1.006
F 3.851 2.449 2.270
F 5.510 -0.148 0.903
F -2.099 -0.103 3.260
F 5.113 0.919 3.104
F -1.823 -2.119 -0.546
F -3.620 -1.504 1.527
F -1.023 -3.703 2.503
F 5.988 2.714 2.291
F -0.487 -3.787 -0.102
F -1.535 -1.903 4.324
F -3.566 -1.187 4.356
F 2.020 -2.906 -1.212
F -3.646 -3.151 2.923
F 6.132 1.751 0.048
O 1.951 -0.555 -2.698
O 1.678 -2.394 3.569
O -1.104 2.490 -0.785
O 0.121 -0.035 -1.460
O 3.368 -2.808 1.024
N -1.861 -3.919 -3.546
N 3.781 5.465 0.154
N 1.244 -2.080 1.424
N -8.081 -3.846 -0.108
N 5.949 -3.308 -5.272
N -4.134 0.830 -2.270
C 2.806 0.211 0.453
C -1.677 6.329 0.784
C 4.450 -2.264 -3.421
C -7.066 -4.029 0.388
C 5.018 1.817 2.126
C -2.550 5.768 -1.804
C 1.146 -0.809 -1.881
C 1.244 -1.623 2.746
C 0.924 -2.083 -1.103
C -2.471 -1.319 3.608
C -1.465 5.065 0.222
C -3.202 1.783 0.232
C -0.866 -4.384 -3.869
C 2.266 -3.145 1.281
C -5.766 -4.236 1.012
C -4.985 0.084 -2.096
C -2.339 7.319 0.059
C 1.397 0.810 0.307
C -1.757 -3.041 1.610
C 3.854 1.209 -0.088
C -1.706 3.399 -1.687
C 5.295 -2.846 -4.455
C 0.882 -0.256 3.226
C -1.910 4.760 -1.072
C -1.112 0.519 0.499
C 6.304 5.585 0.771
C -2.851 -2.199 2.371
C 0.403 -1.682 0.313
C -0.921 -2.570 0.346
C 4.892 5.531 0.421
C -1.882 1.334 -0.517
C 5.121 1.131 0.721
C 0.195 -0.132 0.002
C -2.763 7.031 -1.243
C 0.418 -4.955 -4.253
C 1.909 -4.571 1.491
C -6.054 -0.878 -1.868
H 0.111 0.262 2.682
H 0.280 -5.976 -4.599
H -0.947 1.179 1.337
H -6.543 -1.113 -2.811
H 4.093 -1.289 -3.737
H 6.873 6.034 -0.040
H 5.016 -2.157 -2.497
H 1.092 -4.957 -3.397
H -5.579 -5.300 1.140
H -2.185 0.783 -1.405
H -5.747 -3.752 1.983
H 1.374 -4.696 2.423
H -2.881 5.568 -2.813
H -2.517 8.283 0.504
H -3.342 1.117 1.080
H -5.643 -1.792 -1.445
H 4.156 0.957 -1.099
H -1.011 3.530 -2.517
H -4.091 1.669 -0.368
H 0.160 -2.515 -1.744
H 6.666 4.575 0.943
H -3.099 2.780 0.641
H 3.480 2.225 -0.059
H 2.837 -5.119 1.567
H 3.595 -2.907 -3.237
H 1.763 0.373 3.229
H 1.447 1.498 -0.526
H 3.077 -0.027 1.470
H -6.787 -0.463 -1.179
H 6.442 6.175 1.675
H -2.631 3.007 -2.099
H 1.206 1.450 1.157
H -1.337 6.529 1.786
H 1.342 -4.977 0.662
H -4.986 -3.813 0.384
H -1.791 -0.239 0.852
H -3.270 7.795 -1.812
H -0.964 4.316 0.810
H 0.861 -4.364 -5.053
H 0.566 -0.353 4.252
H 2.919 -0.690 -0.133
```

Output
HOMO-LUMO gap = 9.17 eV
HOMO = -8.9 eV
SMILES = CC(=O)N(C(C)=O)[C@]1(C(F)(F)C(F)(F)C(F)(F)C(F)(F)F)[C@H](F)C(=O)O[C@@]1(CCCC(F)(F)C(F)(F)F)C[C@@H](C)OCc1ccccc1.CC#N.CC#N.CC#N.CC#N.CC#N
LUMO energy = 0.28 eV

Atomic partial charges in e from the Löwdin method, atoms 1 to 6: 0.111 0.158 0.131 0.183 0.175 0.145